Record 1
DFT (ωB97M-V with the def2-TZVPD basis set) results for a molecular structure, C27H28BiF6N4O6S3Te.

Atoms and positions in Å:
Bi 0.0616 -0.3540 0.2945
C 1.9473 0.4962 2.7072
N 2.3142 0.7457 1.2941
C 3.6392 0.1654 1.0348
C 3.9775 -0.1471 -0.4210
C 3.1151 -1.2292 -1.0649
N 1.7530 -0.8091 -1.3936
C 1.4587 -0.6717 -2.6308
C 0.1501 -0.4032 -3.1892
C 0.0668 0.1842 -4.4625
C -1.1424 0.3543 -5.0902
C -2.3045 -0.1082 -4.4479
C -2.2509 -0.7077 -3.2148
C -1.0210 -0.8604 -2.5306
O -0.9737 -1.4581 -1.3753
C 2.2627 2.2164 1.1145
C 2.6343 2.8252 -0.2387
C 1.7731 2.3661 -1.4324
N 0.4572 2.0013 -0.9483
C -0.4971 2.8369 -1.1305
C -1.7154 2.9318 -0.3647
C -2.7855 3.6748 -0.9004
C -3.8918 3.9870 -0.1561
C -3.9104 3.6082 1.2023
C -2.8726 2.9153 1.7634
C -1.7615 2.4633 0.9902
O -0.8420 1.7468 1.5259
H 2.6500 1.0042 3.3809
H 1.9618 -0.5734 2.9089
H 0.9391 0.8708 2.8949
H 3.6955 -0.7730 1.5906
H 4.4085 0.8408 1.4396
H 5.0036 -0.5254 -0.4292
H 3.9645 0.7524 -1.0358
H 3.0451 -2.0691 -0.3806
H 3.6120 -1.5834 -1.9734
H 2.2635 -0.8043 -3.3632
H 0.9815 0.5321 -4.9343
H -1.2005 0.8305 -6.0601
H -3.2639 0.0053 -4.9399
H -3.1448 -1.0493 -2.7090
H 2.9154 2.6780 1.8709
H 1.2335 2.4937 1.3381
H 3.6923 2.6827 -0.4723
H 2.4846 3.8993 -0.0970
H 2.2331 1.5068 -1.9092
H 1.7263 3.1712 -2.1771
H -0.3456 3.6377 -1.8695
H -2.7245 3.9855 -1.9396
H -4.7272 4.5194 -0.5924
H -4.7658 3.8688 1.8159
H -2.9000 2.6060 2.8009
F -5.0329 -2.1933 -0.6269
C -5.2395 -1.4513 0.4616
F -6.1203 -0.4932 0.1551
F -5.7743 -2.2235 1.4048
S -3.6887 -0.6510 1.0344
O -3.1183 -0.1167 -0.1689
O -4.1004 0.2500 2.0775
N -2.9105 -1.9310 1.5700
S -2.1389 -1.9594 2.9430
O -1.0385 -1.0086 2.9751
O -1.8589 -3.3146 3.3103
C -3.2863 -1.4474 4.3498
F -4.5634 -1.6552 4.0570
F -2.9889 -2.2378 5.3930
F -3.0953 -0.1953 4.7434
Te 0.6812 -2.9949 1.4180
C 2.4009 -3.9510 0.6707
C 3.6756 -3.9132 1.1662
C 4.5744 -4.7947 0.4964
C 3.9639 -5.4966 -0.5011
S 2.3087 -5.0803 -0.6165
H 3.9578 -3.2756 1.9946
H 5.6209 -4.8987 0.7507
H 4.3918 -6.2443 -1.1511

The calculation puts the HOMO energy at -4.5 eV. The relative energy (zero: lowest compared OMol25 entry of this formula, charge and spin) comes out at 1.006 eV. Its electronic energy is -108643.492 eV. The charge is -1.

---

Record 2
DFT (ωB97M-V with the def2-TZVPD basis set) results for a molecular structure, C20H14BrCl3NO9SW in a non-equilibrium geometry.

Atoms and positions in Å:
W -0.5293 0.4154 -0.7852
Cl 2.7456 2.5104 5.5653
C 2.2624 1.9844 3.9645
C 3.2295 1.4468 3.1121
C 2.8595 1.0216 1.8575
Cl 4.0905 0.4023 0.7935
C 1.5295 1.1060 1.3854
O 1.2433 0.6781 0.1966
C 0.5828 1.6847 2.2690
C -0.7633 1.8958 1.8630
O -1.2833 1.5607 0.7644
C 0.9659 2.1120 3.5568
H 4.2603 1.3697 3.4267
H -1.4240 2.4202 2.5575
H 0.2240 2.5460 4.2152
Cl -4.8023 -3.8959 3.5406
C -3.5632 -2.9997 2.6773
C -2.2145 -3.2517 2.9658
C -1.2368 -2.5479 2.3036
C -1.5522 -1.5679 1.3371
O -0.5732 -0.8862 0.8143
C -2.9239 -1.3536 1.0353
C -3.3284 -0.4367 0.0332
O -2.5624 0.1788 -0.7706
C -3.9157 -2.0755 1.7391
H -1.9549 -3.9956 3.7071
H -0.1893 -2.7137 2.5203
H -4.3950 -0.2416 -0.0934
H -4.9607 -1.8911 1.5212
C -1.5952 -1.6398 -2.7476
O -0.7341 -1.2774 -1.7027
H -2.1446 -0.7911 -3.1556
H -2.3171 -2.3838 -2.3916
H -1.0102 -2.0922 -3.5563
O -0.5747 3.4287 -3.3884
S -1.0520 2.6643 -2.2677
O -1.1750 1.1544 -2.6453
O 0.0855 2.4010 -1.2418
O -2.2429 3.1440 -1.6313
Br 2.0294 -2.2208 -0.7808
C 2.3381 -0.8518 -2.0369
C 3.5561 -0.9257 -2.7034
C 3.8473 0.0228 -3.6625
C 2.9097 0.9999 -3.9355
C 1.7260 0.9995 -3.2174
N 1.4414 0.0998 -2.2720
H 4.2424 -1.7207 -2.4538
H 4.7934 -0.0072 -4.1892
H 3.0746 1.7662 -4.6790
H 0.9813 1.7541 -3.4144

The calculation puts the HOMO energy (spin up / spin down) at -2.5 / -5.2 eV. The relative energy (zero: lowest compared OMol25 entry of this formula, charge and spin) comes out at 0.000 eV. As for the multiplicity: 3. Its electronic energy is -161159.688 eV. The charge is -1.

---

Record 3
DFT (ωB97M-V with the def2-TZVPD basis set) results for a molecular structure, C8H24AlB3O4 in a non-equilibrium geometry.

Atoms and positions in Å:
Al -17.5901 -19.6454 17.5490
B -14.7951 -20.8206 18.1318
H -15.2954 -20.9718 19.0757
H -14.7680 -19.7873 17.8221
H -13.7815 -21.1905 18.1288
H -15.2708 -21.4890 17.4309
B -17.7928 -22.6706 18.7214
H -17.8196 -22.2784 17.7165
H -18.7004 -22.3187 19.1869
H -17.7665 -23.7474 18.7852
H -16.9623 -22.2368 19.2564
B -18.0459 -21.7167 15.1207
H -17.2026 -21.5223 15.7651
H -17.7976 -21.5460 14.0846
H -18.3893 -22.7341 15.2269
H -18.7761 -20.9778 15.4124
O -20.2648 -20.6392 17.2961
C -21.3695 -21.1839 17.3052
O -22.5418 -20.5258 17.5073
C -23.6412 -21.4708 17.6530
C -23.2510 -22.6835 17.0079
C -21.6824 -22.6283 16.8954
H -24.5338 -20.9955 17.2464
H -23.8268 -21.5801 18.7215
H -23.6888 -22.8000 16.0165
H -23.5111 -23.5702 17.5860
H -21.3235 -22.7988 15.8804
H -21.0789 -23.2998 17.5061
O -16.5550 -18.1570 19.8030
C -16.7123 -17.1681 20.5784
O -15.6557 -16.6963 21.1798
C -16.0406 -15.5860 22.0171
C -17.5834 -15.7157 22.1954
C -17.9840 -16.4013 20.8602
H -15.8507 -14.6804 21.4411
H -15.4696 -15.5804 22.9456
H -18.0566 -14.7652 22.4416
H -17.9448 -16.4052 22.9584
H -18.1175 -15.6224 20.1094
H -18.8588 -17.0513 20.8428

The calculation puts the HOMO energy (spin up / spin down) at -13.2 / -13.1 eV. The relative energy (zero: lowest compared OMol25 entry of this formula, charge and spin) comes out at 0.000 eV. As for the multiplicity: 2. Its electronic energy is -25477.761 eV. The charge is +1.